# 1
{"formula": "C4H8O2", "method": "ωB97M-V/def2-TZVPD", "homo_ev": -9.231, "mol_weight_g_mol": 88.1, "gap_ev": 10.05, "de_lowest_kj_mol": 265.0, "multiplicity": 1, "smiles": "C=COC.C=O", "species": ["H", "H", "O", "C", "H", "H", "H", "H", "C", "C", "C", "H", "H", "O"], "positions_angstrom": [[-0.919, -1.630, -0.855], [-1.567, 2.062, -0.821], [-2.840, -1.987, -0.321], [-1.716, -1.626, -0.083], [2.469, -0.772, 1.123], [-1.397, -1.271, 0.917], [2.162, -0.649, -0.628], [2.761, 0.771, 0.284], [0.133, 0.981, -0.266], [-1.065, 1.508, -0.038], [2.114, -0.114, 0.330], [0.645, 1.095, -1.224], [-1.562, 1.401, 0.921], [0.782, 0.230, 0.661]]}



# 2
{"formula": "C2HN2O2", "method": "ωB97M-V/def2-TZVPD", "total_charge": -1, "homo_ev": -4.713, "mol_weight_g_mol": 85.0, "gap_ev": 8.78, "de_lowest_kj_mol": 559.4, "multiplicity": 1, "species": ["O", "H", "O", "C", "C", "N", "N"], "positions_angstrom": [[-0.934, 2.407, 0.684], [0.054, -0.589, -0.367], [-0.086, 1.920, -1.243], [-0.585, -0.231, 2.168], [-0.562, 0.264, 0.067], [-0.390, -0.688, 3.223], [-0.454, 1.555, -0.119]]}



# 3
{"formula": "C31H30Cl4", "method": "ωB97M-V/def2-TZVPD", "homo_ev": -9.329, "mol_weight_g_mol": 544.4, "gap_ev": 9.52, "de_lowest_kj_mol": 0.0, "multiplicity": 1, "smiles": "ClC(Cl)(Cl)Cl.c1ccccc1.c1ccccc1.c1ccccc1.c1ccccc1.c1ccccc1", "species": ["H", "H", "H", "C", "C", "H", "H", "Cl", "C", "C", "C", "C", "H", "Cl", "H", "H", "Cl", "H", "C", "C", "H", "C", "H", "Cl", "C", "H", "H", "C", "H", "H", "C", "H", "C", "C", "C", "C", "H", "H", "H", "H", "C", "C", "H", "C", "C", "C", "H", "C", "C", "C", "H", "C", "H", "C", "C", "H", "C", "C", "H", "C", "H", "C", "H", "H", "H"], "positions_angstrom": [[1.507, -3.175, 2.073], [-3.955, -1.299, 6.119], [-2.914, -0.947, -3.685], [0.628, 3.008, -4.702], [-3.535, -1.362, 5.122], [-4.087, -3.118, -4.080], [4.828, -5.753, 2.876], [0.403, 0.707, 0.428], [-3.192, -2.863, -4.636], [-0.842, 3.271, 4.054], [0.287, 2.468, 3.955], [0.151, 4.023, -3.894], [-0.081, 6.133, -3.686], [-0.289, 0.037, -2.309], [0.316, 1.671, 3.225], [-0.971, -0.368, -5.208], [-0.053, -2.024, -0.295], [-0.131, -1.981, -6.754], [-1.468, -1.330, -5.232], [2.576, -3.338, 2.094], [0.765, 6.640, -5.928], [5.334, -3.775, 2.168], [0.569, 1.971, -4.392], [2.310, -0.639, -1.272], [1.266, 4.591, -6.410], [-1.817, 4.849, 5.134], [1.645, 4.834, -7.392], [-1.565, -3.510, -6.272], [-4.973, -2.845, 4.541], [2.441, -5.435, 2.555], [4.464, -4.796, 2.529], [0.136, 5.198, 6.705], [-3.615, -2.385, 2.943], [1.167, 3.284, -5.952], [-2.706, -3.802, -5.544], [3.456, -2.292, 1.810], [-2.062, 0.146, 5.451], [-1.159, -4.219, -6.982], [-0.247, 3.862, -2.901], [-3.218, -4.754, -5.566], [1.366, 2.697, 4.809], [-2.578, -1.635, -4.449], [-1.124, -0.108, 3.117], [-0.974, -2.261, -6.136], [-2.453, -0.577, 4.747], [-4.134, -2.239, 4.224], [6.404, -3.922, 2.240], [-1.954, -0.716, 3.457], [-0.913, 4.260, 5.025], [3.093, -4.582, 2.407], [-4.141, -2.992, 2.216], [0.583, -0.480, -0.876], [-1.669, 3.072, 3.385], [1.279, 3.685, 5.769], [-2.556, -1.574, 2.551], [5.467, -1.728, 1.493], [4.818, -2.548, 1.782], [0.272, 5.342, -4.334], [2.153, 3.882, 6.379], [0.785, 5.609, -5.593], [-2.108, -1.627, 1.567], [0.127, 4.461, 5.915], [2.282, 2.142, 4.651], [1.481, 2.458, -6.579], [3.127, -1.299, 1.539]]}



# 4
{"formula": "C24H32CaF6NO22S2", "method": "ωB97M-V/def2-TZVPD", "total_charge": 1, "homo_ev": -10.906, "mol_weight_g_mol": 904.7, "gap_ev": 3.87, "de_lowest_kj_mol": 1482.8, "multiplicity": 1, "species": ["H", "C", "O", "H", "C", "C", "H", "O", "O", "O", "F", "H", "O", "H", "H", "H", "O", "H", "H", "S", "O", "O", "O", "C", "C", "O", "C", "C", "H", "C", "O", "H", "H", "C", "H", "H", "H", "H", "C", "H", "C", "O", "C", "Ca", "F", "H", "C", "F", "C", "H", "O", "H", "O", "C", "O", "O", "H", "H", "C", "H", "C", "C", "C", "H", "O", "O", "O", "C", "F", "F", "H", "O", "N", "H", "O", "H", "S", "F", "C", "H", "C", "C", "O", "H", "H", "H", "C", "H"], "positions_angstrom": [[5.420, -7.657, -3.686], [5.616, -7.473, -4.742], [2.261, -6.335, -4.926], [-6.331, -0.441, 5.365], [-3.657, 7.156, 1.443], [4.759, -3.761, 1.937], [3.471, 3.710, 7.242], [4.549, 2.491, -4.939], [-3.283, -0.017, 4.880], [2.606, -4.240, -3.980], [-0.358, 4.099, -6.431], [5.465, 4.643, 5.737], [4.105, 4.445, 4.162], [-9.020, -4.244, -3.113], [6.258, -4.959, 4.138], [-1.872, 7.182, 4.513], [2.736, 3.918, -6.223], [-2.432, 8.451, 3.692], [6.498, -6.837, -4.811], [1.850, 2.971, -5.537], [-2.862, -0.816, 2.847], [-5.484, -3.414, -4.470], [2.777, 3.225, 5.363], [-2.013, 7.469, 3.471], [-3.120, 6.660, 2.742], [-2.612, 5.430, 2.458], [6.534, -4.990, 1.999], [-8.400, -3.490, -2.628], [2.559, -7.920, -6.077], [-4.705, 1.217, 6.389], [4.198, -5.501, -4.884], [-6.596, -4.603, -2.223], [3.983, 5.706, 5.838], [5.696, -5.176, 3.229], [-5.462, -1.883, 5.917], [5.917, -8.488, -5.002], [-3.111, 8.060, 1.173], [5.317, -6.195, 3.151], [3.963, 4.924, -3.854], [-3.702, -0.657, 6.718], [-5.381, -0.973, 5.322], [1.423, 1.837, -6.289], [-2.863, 5.071, 1.208], [0.467, -0.222, -1.272], [4.645, 5.216, -2.710], [-5.249, 1.773, 5.625], [3.161, 3.441, 4.147], [4.743, 5.263, -4.878], [-4.232, -0.149, 5.913], [-3.937, 6.399, 3.415], [-3.483, 6.106, 0.548], [6.697, -5.935, 1.481], [-2.557, 3.991, 0.640], [4.400, 4.746, 5.533], [4.567, -4.435, 2.990], [2.704, 2.922, 3.091], [-8.777, -3.406, -1.609], [4.650, -6.719, -6.515], [0.264, 4.119, -5.327], [-5.240, 1.206, 7.338], [4.409, -6.786, -5.455], [3.796, 3.564, 6.212], [-6.649, -4.151, -4.280], [-6.473, -5.227, -4.289], [-4.076, -2.095, -3.296], [-6.107, -2.623, -2.527], [5.692, -4.174, 1.216], [-3.609, -0.700, 3.832], [0.550, 5.375, -4.864], [2.839, 5.563, -3.847], [-1.035, 7.441, 2.991], [-4.861, -1.269, 4.025], [2.239, 2.670, -3.827], [7.485, -4.572, 2.329], [3.995, -2.895, 1.644], [-7.531, -3.984, -4.899], [3.775, 2.966, -3.848], [-0.563, 3.533, -4.415], [-6.923, -3.782, -2.860], [-4.735, 7.300, 1.509], [-5.169, -2.590, -3.414], [2.962, -5.293, -4.571], [4.247, 2.513, -2.543], [-3.793, 1.781, 6.585], [-8.659, -2.605, -3.210], [4.505, 2.744, 6.098], [3.062, -7.393, -5.267], [3.108, -8.224, -4.562]]}



# 5
{"formula": "H3N2O", "method": "ωB97M-V/def2-TZVPD", "total_charge": -1, "homo_ev": [-1.607, -2.582], "mol_weight_g_mol": 47.0, "gap_ev": [7.02, 7.99], "de_lowest_kj_mol": 261.3, "multiplicity": 1, "species": ["N", "O", "N", "H", "H", "H"], "positions_angstrom": [[-1.356, -0.116, 0.111], [1.565, -0.334, 0.361], [0.947, 0.227, -0.571], [0.768, 1.276, -0.499], [-0.909, -0.155, 0.989], [-1.015, -0.898, -0.391]]}



# 6
{"formula": "C4H30N2O9", "method": "ωB97M-V/def2-TZVPD", "total_charge": 2, "homo_ev": -15.701, "mol_weight_g_mol": 250.3, "gap_ev": 10.29, "de_lowest_kj_mol": 39.8, "multiplicity": 1, "species": ["C", "H", "H", "N", "H", "C", "H", "N", "H", "O", "O", "H", "H", "H", "H", "O", "O", "H", "H", "H", "H", "H", "H", "H", "H", "C", "H", "H", "O", "H", "H", "H", "H", "H", "O", "O", "H", "H", "O", "H", "O", "H", "C", "H", "H"], "positions_angstrom": [[0.791, 0.999, -2.793], [1.579, -4.341, 0.717], [1.585, 1.736, -0.304], [-0.526, -1.409, -0.148], [-1.789, -2.143, 3.362], [0.307, -0.541, -0.941], [-2.244, 0.259, 2.353], [2.380, 1.791, -0.946], [3.142, 1.266, -0.434], [-2.502, 1.396, -2.015], [-1.115, -1.459, 3.455], [3.443, -1.338, -0.065], [0.000, 2.547, 0.888], [2.790, 0.377, -2.365], [2.917, -0.553, 1.141], [3.310, -0.426, 0.245], [1.238, -1.098, 2.230], [-1.250, -0.821, 4.162], [1.855, -3.153, 1.815], [-1.494, -1.653, -0.542], [-3.268, 0.877, 1.419], [-3.719, -2.336, -1.256], [-0.059, -2.266, 0.208], [0.741, 0.971, -3.850], [-2.931, -3.461, -0.768], [2.208, 1.296, -2.389], [-2.733, 1.875, -2.836], [2.619, 2.029, -3.117], [-2.407, 1.068, 1.812], [2.493, 2.800, -1.002], [-1.319, 4.185, -0.241], [-0.946, -0.236, -2.706], [-0.585, -0.910, 0.756], [1.296, -0.337, -0.541], [0.328, 1.591, 1.068], [-2.847, -2.484, -0.821], [0.199, 1.925, -2.634], [0.713, -1.875, 2.452], [-1.210, 3.288, 0.134], [-3.398, 1.037, -1.923], [1.296, -3.497, 1.076], [1.010, -0.571, 3.016], [-0.030, -0.041, -2.134], [-0.165, 1.282, 1.830], [-2.176, 3.094, 0.168]]}